Version w
# C11H22N3

An isolated ion of composition C11H22N3 and charge +1 (wB97M-V/def2-TZVPD, OMol25).

The geometry in XYZ format:
```
36
Properties=species:S:1:pos:R:3:mulliken_charge:R:1
C 1.579 -0.669 0.757 -0.200
C 0.605 0.158 -1.103 0.464
C 2.174 0.482 -3.024 -1.368
C 0.193 1.949 -2.712 -1.639
C -0.134 -0.604 -3.307 -1.681
C 0.819 -1.499 3.638 -1.516
C -1.395 -1.552 2.296 -1.398
C -0.475 0.585 3.342 -1.513
C -1.785 0.739 -0.545 -0.629
C 0.695 0.463 -2.612 1.415
C -0.192 -0.746 2.660 1.420
N 1.717 -0.354 -0.532 -0.411
N 0.504 -0.326 1.419 -0.007
N -0.445 0.314 -0.472 -0.209
H 2.488 -1.022 1.217 0.424
H 2.447 0.843 -4.079 0.329
H 2.744 1.106 -2.171 0.339
H 2.338 -0.548 -3.051 0.415
H -0.799 2.368 -2.750 0.374
H 0.855 2.482 -2.129 0.570
H 0.537 2.211 -3.789 0.376
H 0.214 -1.509 -2.956 0.508
H -1.214 -0.382 -3.335 0.328
H 0.204 -0.715 -4.402 0.380
H 1.343 -0.777 4.203 0.430
H 0.124 -2.119 4.249 0.390
H 1.501 -1.972 2.985 0.436
H -1.266 -2.625 2.256 0.406
H -2.132 -1.529 3.114 0.421
H -1.933 -1.131 1.415 0.104
H 0.483 1.074 3.180 0.496
H -1.263 1.147 2.937 0.360
H -0.736 0.598 4.474 0.318
H -2.259 0.255 0.368 0.223
H -2.070 1.914 -0.552 0.254
H -2.166 0.387 -1.514 0.391
```

Net charge ... +1
Kohn-Sham gap (alpha / beta) ... 7.36 / 7.40 eV
Highest occupied orbital energy (alpha / beta) ... -13.6 / -13.7 eV



Version x
# C11H22N3

An isolated ion of composition C11H22N3 and charge +1 (wB97M-V/def2-TZVPD, OMol25).

The geometry in XYZ format:
```
36
Properties=species:S:1:pos:R:3:mulliken_charge:R:1
C 3.775 -1.301 -0.256 -0.650
C 2.604 -0.702 -1.129 -1.149
C 3.720 -0.439 0.965 -0.690
C 0.254 -0.943 0.036 -0.999
C 1.082 1.276 -0.569 -0.940
C -0.303 1.302 0.156 -0.321
C 1.615 -0.164 -0.071 1.326
C -3.112 -0.493 -1.271 -1.494
C -4.516 0.036 0.646 -2.036
C -2.002 -0.154 1.025 -0.980
C -3.185 0.261 0.035 0.922
N 2.283 -0.174 1.194 -0.522
N -0.717 0.088 0.405 0.432
N 2.037 2.233 -0.323 -0.403
H 3.653 -2.320 -0.057 0.382
H 4.701 -1.162 -0.882 0.341
H 2.974 0.109 -1.706 0.447
H 2.320 -1.484 -1.779 0.413
H 3.908 -1.098 1.755 0.366
H 4.399 0.432 0.999 0.315
H 0.110 -1.575 -0.914 0.254
H 0.172 -1.602 0.895 0.486
H 0.772 1.100 -1.591 0.514
H -0.795 2.147 0.550 0.535
H -3.476 -1.486 -1.096 0.405
H -3.969 -0.227 -2.048 0.356
H -2.237 -0.358 -1.749 0.427
H -5.268 0.462 -0.091 0.387
H -4.707 0.387 1.588 0.502
H -4.837 -0.899 0.638 0.555
H -2.155 0.444 2.046 0.286
H -2.299 -1.185 1.162 0.391
H -3.182 1.280 -0.185 0.246
H 2.300 0.533 2.005 0.317
H 1.994 2.651 0.662 0.287
H 2.087 3.026 -1.043 0.293
```

Net charge ... +1
Kohn-Sham gap ... 8.01 eV
Highest occupied orbital energy ... -12.1 eV



The structure with the greatest stability is version x.



Version w
# C3H13NO4

A 5-piece molecular cluster, C3H13NO4 overall (wB97M-V/def2-TZVPD, OMol25).

The geometry in XYZ format:
```
21
Properties=species:S:1:pos:R:3:mulliken_charge:R:1
C 0.921 1.094 0.232 0.062
C 1.452 1.448 1.390 -0.856
C 2.310 1.451 -1.596 -0.366
N 1.639 0.646 -0.894 -0.415
H -0.153 1.037 0.079 0.388
H 2.518 1.418 1.578 0.261
H 0.823 1.708 2.230 0.330
H 2.912 1.066 -2.414 0.262
H 2.463 2.495 -1.305 0.302
H -1.039 -1.881 1.430 0.325
H -0.123 -0.993 2.285 0.297
O -0.118 -1.669 1.603 -0.599
H 0.606 -2.299 -1.128 0.326
H 0.510 -0.781 -1.434 0.407
O 0.098 -1.651 -1.642 -0.756
H -2.629 0.234 0.102 0.362
H -2.869 1.161 1.350 0.298
O -2.598 1.147 0.436 -0.646
H -2.855 -2.382 -0.766 0.309
H -1.493 -1.678 -0.989 0.426
O -2.375 -1.571 -0.547 -0.718
```

Net charge ... 0
Kohn-Sham gap ... 10.16 eV
Highest occupied orbital energy ... -9.4 eV



Version x
# C3H13NO4

A 3-piece molecular cluster, C3H13NO4 overall (wB97M-V/def2-TZVPD, OMol25).

The geometry in XYZ format:
```
21
Properties=species:S:1:pos:R:3:mulliken_charge:R:1
C -0.270 -0.070 -1.378 -0.530
O -1.037 -1.319 -1.554 -0.565
C -0.010 0.245 0.145 0.421
C 1.252 1.163 0.367 -0.928
O 2.433 0.613 -0.288 -0.513
N -1.188 0.791 0.828 -0.704
H 0.685 -0.209 -1.932 0.295
H -0.863 0.709 -1.874 0.293
H -1.955 -1.225 -1.808 0.349
H 0.380 -0.638 0.670 0.181
H 1.550 1.229 1.375 0.460
H 0.871 2.186 0.159 0.451
H 3.070 1.404 -0.252 0.325
H -1.423 1.674 0.273 0.308
H -0.984 1.064 1.769 0.229
H -3.511 -1.791 0.341 0.325
H -2.674 -0.410 0.311 0.403
O -3.471 -0.862 -0.062 -0.721
H 2.305 -2.279 0.772 0.310
H 2.258 -0.719 0.835 0.321
O 2.581 -1.556 1.301 -0.710
```

Net charge ... 0
Kohn-Sham gap ... 10.55 eV
Highest occupied orbital energy ... -10.1 eV



The structure with the greatest stability is version w.



Version w
# ArH24O12

ArH24O12 as an isolated structure (wB97M-V/def2-TZVPD, OMol25).

The geometry in XYZ format:
```
37
Properties=species:S:1:pos:R:3:mulliken_charge:R:1
Ar 0.234 0.434 0.833 0.013
O 2.466 -1.669 1.327 -0.635
H 2.200 -2.538 1.628 0.284
H 2.572 -1.158 2.129 0.282
O -1.743 2.224 3.427 -0.620
H -1.845 1.276 3.346 0.345
H -0.821 2.384 3.227 0.288
O -2.165 -0.601 3.894 -0.665
H -1.640 -0.963 4.608 0.318
H -1.980 -1.171 3.147 0.407
O -2.534 -1.466 -1.523 -0.670
H -3.215 -1.908 -2.030 0.307
H -1.852 -2.127 -1.410 0.446
O -0.580 -3.214 -0.873 -0.660
H -0.773 -3.869 -1.543 0.283
H 0.363 -3.066 -0.946 0.334
O 1.379 2.812 -1.427 -0.611
H 1.378 3.298 -2.252 0.247
H 1.478 1.896 -1.688 0.388
O -0.261 3.657 0.475 -0.592
H 0.305 3.473 -0.275 0.377
H -1.144 3.464 0.161 0.272
O 3.742 1.885 0.001 -0.627
H 3.894 2.699 0.482 0.304
H 2.789 1.815 -0.057 0.304
O -1.413 1.042 -2.339 -0.594
H -1.792 1.783 -1.864 0.283
H -2.004 0.312 -2.155 0.336
O 1.948 -1.897 -1.285 -0.748
H 2.145 -1.559 -0.411 0.346
H 1.787 -1.116 -1.814 0.525
O -2.127 -2.205 1.655 -0.666
H -2.939 -2.711 1.671 0.282
H -1.908 -2.133 0.725 0.262
O 1.531 0.434 -2.626 -0.789
H 1.927 0.208 -3.468 0.303
H 0.595 0.274 -2.750 0.344
```

Net charge ... 0
Kohn-Sham gap ... 10.15 eV
Highest occupied orbital energy ... -10.2 eV



Version x
# ArH24O12

ArH24O12 as an isolated structure (wB97M-V/def2-TZVPD, OMol25).

The geometry in XYZ format:
```
37
Properties=species:S:1:pos:R:3:mulliken_charge:R:1
Ar 0.584 0.018 0.287 -0.001
O 2.702 0.629 -2.719 -0.631
H 3.039 -0.252 -2.882 0.278
H 1.751 0.531 -2.745 0.378
O -0.187 0.245 -3.022 -0.599
H -0.605 0.195 -3.881 0.253
H -0.558 -0.488 -2.531 0.409
O 2.196 -0.404 2.954 -0.571
H 2.935 -0.766 2.465 0.273
H 2.333 -0.703 3.853 0.262
O 1.037 2.156 3.109 -0.698
H 0.085 2.224 3.173 0.344
H 1.203 1.222 2.980 0.338
O 2.249 3.769 1.348 -0.643
H 2.682 4.469 1.837 0.289
H 1.644 3.375 1.977 0.391
O -1.504 -1.814 -1.799 -0.794
H -2.287 -1.640 -1.276 0.373
H -1.818 -2.340 -2.534 0.293
O 2.843 -3.741 0.551 -0.607
H 3.643 -4.249 0.687 0.312
H 3.151 -2.863 0.329 0.293
O -2.972 -1.867 2.300 -0.657
H -2.913 -1.373 1.482 0.367
H -2.612 -2.728 2.086 0.346
O -3.544 -0.504 -0.129 -0.671
H -2.987 0.233 -0.380 0.420
H -4.433 -0.211 -0.330 0.271
O -1.611 -3.438 0.430 -0.696
H -1.385 -2.866 -0.304 0.429
H -2.454 -3.820 0.186 0.307
O 0.600 3.548 -1.203 -0.622
H 0.911 3.549 -2.109 0.311
H 1.394 3.640 -0.677 0.309
O -1.814 1.864 -0.869 -0.608
H -2.378 2.313 -1.498 0.288
H -0.924 2.086 -1.144 0.262
```

Net charge ... 0
Kohn-Sham gap ... 10.22 eV
Highest occupied orbital energy ... -10.2 eV



The structure with the greatest stability is version w.